{
  "formula": "C42H48FN10NdO8",
  "method": "wB97M-V/def2-TZVPD",
  "symbols": ["Nd", "C", "N", "C", "C", "O", "C", "O", "C", "C", "O", "N", "C", "C", "H", "H", "H", "H", "H", "H", "H", "H", "H", "H", "H", "H", "H", "H", "H", "H", "O", "N", "N", "O", "C", "C", "C", "C", "C", "C", "H", "H", "H", "H", "H", "F", "C", "C", "C", "C", "O", "C", "C", "N", "C", "C", "C", "C", "C", "C", "N", "C", "C", "N", "C", "C", "C", "O", "O", "H", "H", "H", "H", "H", "H", "H", "H", "H", "H", "H", "H", "H", "H", "H", "H", "H", "H", "C", "C", "C", "C", "C", "C", "N", "N", "C", "C", "C", "C", "C", "N", "H", "H", "H", "H", "H", "H", "H", "H", "H"],
  "xyz": [[-1.9011, -0.4752, 1.1237], [-5.3847, -2.0482, 5.6487], [-4.6851, -2.3265, 4.4009], [-4.9258, -3.6286, 3.7856], [-3.8362, -1.4666, 3.8374], [-3.2352, -1.7056, 2.7890], [-3.6214, -0.1365, 4.5553], [-3.0158, 0.7821, 3.6703], [-1.9378, 1.5310, 4.1992], [-0.6240, 0.8134, 3.8789], [-0.6558, -0.1067, 3.0575], [0.5022, 1.2034, 4.4718], [0.6024, 2.3045, 5.4118], [1.7448, 0.4859, 4.1927], [-5.8197, -2.9741, 6.0131], [-4.7077, -1.6748, 6.4170], [-6.1954, -1.3297, 5.5073], [-4.6079, -4.4222, 4.4619], [-5.9884, -3.7460, 3.5704], [-4.3576, -3.6968, 2.8640], [-4.5798, 0.2699, 4.8873], [-2.9988, -0.3192, 5.4372], [-1.9417, 2.4816, 3.6642], [-2.0680, 1.7084, 5.2675], [-0.3007, 2.9078, 5.4297], [0.8023, 1.9313, 6.4183], [1.4328, 2.9490, 5.1216], [1.5257, -0.4336, 3.6560], [2.4132, 1.1061, 3.5914], [2.2379, 0.2437, 5.1344], [-2.2744, 0.4898, -0.9270], [-1.6695, 1.6198, -1.0020], [-1.4752, 2.2109, 0.1020], [-1.8629, 1.7572, 1.2776], [-0.6893, 3.4064, 0.0754], [-0.8235, 4.3177, -0.9629], [-0.0442, 5.4640, -0.9522], [0.8562, 5.6919, 0.0790], [0.9927, 4.7635, 1.1019], [0.2165, 3.6161, 1.1056], [-1.5347, 4.1274, -1.7541], [-0.1513, 6.1898, -1.7474], [1.4444, 6.6002, 0.0894], [1.7083, 4.9361, 1.8951], [0.3109, 2.8698, 1.8833], [2.6028, 2.9918, -3.3658], [2.6736, 1.6954, -2.9657], [1.9132, 1.2890, -1.9121], [2.0473, -0.0104, -1.4097], [1.2079, -0.4533, -0.3059], [0.3540, 0.2921, 0.2154], [1.4253, -1.7997, 0.1332], [2.3763, -2.5651, -0.4433], [3.1627, -2.1445, -1.4749], [4.1815, -3.0343, -1.9875], [5.6221, -2.6321, -1.8557], [5.0696, -3.7302, -1.0023], [2.9845, -0.8800, -1.9971], [3.6933, -0.4545, -3.1311], [3.5541, 0.8267, -3.6371], [4.2661, 1.2173, -4.7783], [5.6662, 0.9228, -4.9550], [6.4951, 2.2068, -4.8541], [5.9899, 3.1977, -5.8608], [4.5286, 3.4897, -5.6723], [3.7636, 2.1709, -5.7420], [0.5488, -2.2537, 1.3056], [1.0956, -2.4655, 2.3730], [-0.6945, -2.3125, 1.0088], [1.2102, 1.9697, -1.4462], [2.5595, -3.5753, -0.1029], [3.8843, -3.5723, -2.8806], [5.8390, -1.6838, -1.3810], [6.3013, -2.8908, -2.6572], [4.9164, -3.5163, 0.0466], [5.3615, -4.7493, -1.2096], [4.3307, -1.1552, -3.6494], [5.8378, 0.4509, -5.9314], [6.0149, 0.2346, -4.1893], [7.5502, 2.0151, -5.0439], [6.3797, 2.6510, -3.8668], [6.1262, 2.8113, -6.7978], [6.5311, 4.0606, -5.8080], [4.2016, 4.1811, -6.4474], [4.3963, 3.9526, -4.6967], [3.8666, 1.7474, -6.7510], [2.7084, 2.3614, -5.5827], [-1.4113, -4.7397, -2.9616], [-0.8746, -3.4778, -2.7436], [-1.5058, -2.5916, -1.8929], [-2.6951, -2.9631, -1.2624], [-3.2592, -4.2154, -1.5218], [-2.6100, -5.1007, -2.3595], [-3.2858, -2.0333, -0.3879], [-4.5137, -2.1701, -0.2284], [-5.1588, -1.1991, 0.5496], [-6.5167, -1.3865, 0.7785], [-7.2161, -0.4041, 1.4595], [-6.5420, 0.7365, 1.8641], [-5.1829, 0.8361, 1.5912], [-4.4987, -0.1120, 0.9655], [-0.8969, -5.4435, -3.6029], [0.0421, -3.1863, -3.2417], [-1.1276, -1.5893, -1.7496], [-4.1893, -4.4810, -1.0401], [-3.0391, -6.0753, -2.5494], [-6.9906, -2.2860, 0.4117], [-8.2754, -0.5160, 1.6493], [-7.0568, 1.5420, 2.3690], [-4.6153, 1.7107, 1.8854]],
  "forces_ev_per_a": [[-0.87, -0.90, 1.12], [-0.03, 0.13, 0.06], [0.01, -0.16, -0.02], [0.03, 0.02, -0.05], [0.00, 0.10, 0.12], [-0.07, -0.23, 0.07], [0.03, 0.02, -0.14], [0.09, 0.02, 0.04], [-0.11, -0.13, -0.18], [-0.06, 0.18, 0.24], [0.49, 0.03, 0.73], [0.05, -0.15, -0.13], [-0.01, 0.06, 0.11], [0.01, -0.07, -0.06], [0.03, -0.03, 0.00], [-0.01, -0.02, -0.01], [0.01, -0.01, -0.02], [-0.01, 0.00, 0.00], [0.00, 0.01, 0.02], [0.00, -0.01, 0.00], [0.01, -0.01, 0.06], [-0.01, -0.02, 0.02], [0.04, 0.07, 0.09], [0.01, 0.01, 0.01], [0.02, -0.01, -0.03], [-0.02, 0.00, -0.01], [-0.02, 0.01, -0.02], [-0.01, 0.00, 0.00], [-0.02, 0.03, 0.03], [-0.02, 0.05, 0.01], [0.25, 1.11, -0.51], [-0.18, 0.03, -0.40], [-0.10, 0.56, -0.36], [0.01, 1.10, -0.24], [0.16, 0.29, -0.01], [-0.06, -0.11, 0.03], [0.02, 0.00, 0.00], [0.03, 0.04, -0.02], [-0.01, 0.04, -0.05], [-0.07, -0.14, 0.02], [-0.01, 0.01, 0.00], [-0.02, 0.00, 0.01], [0.01, -0.02, 0.00], [-0.03, -0.01, 0.02], [-0.02, 0.02, 0.01], [0.01, -0.02, -0.10], [-0.01, 0.00, 0.09], [-0.04, 0.07, -0.04], [0.06, -0.05, -0.06], [0.19, -0.34, -0.07], [0.11, -0.08, -0.02], [-0.46, 0.27, 0.27], [0.00, 0.01, -0.01], [0.02, -0.03, 0.15], [0.00, -0.01, -0.13], [0.14, 0.09, -0.02], [0.01, -0.05, 0.08], [-0.09, 0.18, 0.03], [0.06, -0.01, -0.10], [-0.07, -0.22, 0.15], [0.04, 0.16, -0.12], [-0.04, 0.18, 0.05], [0.05, -0.44, 0.20], [0.01, 0.06, 0.03], [-0.51, -0.09, 0.01], [0.10, -0.03, 0.09], [1.15, -0.28, -0.26], [-0.20, -0.19, -0.03], [0.48, -0.82, 0.05], [0.03, 0.01, 0.02], [0.05, 0.02, 0.00], [0.02, -0.02, 0.02], [-0.09, -0.02, 0.07], [-0.07, -0.05, -0.03], [0.00, 0.04, -0.01], [-0.04, 0.01, -0.06], [0.03, 0.00, 0.00], [0.03, -0.02, 0.01], [0.01, -0.01, 0.00], [0.00, 0.11, -0.09], [-0.01, 0.10, -0.04], [0.06, 0.05, -0.05], [0.03, 0.02, -0.04], [0.15, 0.01, -0.05], [0.13, 0.00, 0.02], [0.00, 0.00, 0.00], [-0.04, 0.03, -0.01], [0.02, 0.01, 0.00], [0.06, -0.09, -0.06], [-0.34, 0.10, 0.19], [0.33, -0.71, -0.66], [0.01, 0.23, 0.25], [0.02, -0.03, -0.06], [-0.96, 0.06, 0.09], [0.41, -0.56, -0.50], [-0.39, 0.72, 0.42], [0.21, -0.16, -0.09], [-0.01, 0.08, 0.05], [-0.03, -0.07, -0.04], [0.00, 0.13, 0.01], [-0.29, -0.23, -0.20], [-0.03, 0.01, -0.03], [-0.01, 0.01, 0.01], [0.09, 0.03, 0.06], [0.01, -0.04, 0.01], [0.01, -0.01, 0.03], [-0.01, 0.02, -0.03], [0.01, -0.01, 0.00], [0.02, 0.01, 0.00], [0.01, -0.02, 0.01]],
  "charge": 2,
  "spin_multiplicity": 4,
  "homo_energy_ev": [-12.1667, -12.1804],
  "orbital_gap_ev": [7.705, 7.713]
}